A 3-piece molecular cluster, C17H28BF7IO9S overall, computed with wB97M-V/def2-TZVPD.

Each line ends with the natural charge from an NBO analysis.
CARTESIAN COORDINATES (ANGSTROEM)
O  0.05434  -0.24943  -5.92236  -0.94
S  1.28857  -0.64824  -5.32098  2.37
O  2.26714  -1.25482  -6.18019  -0.97
O  1.95023  0.61373  -4.62590  -0.87
C  1.05777  -1.69327  -3.89837  -0.68
C  -0.36331  -2.24764  -3.75326  -0.41
C  -1.06314  -1.88986  -2.43354  -0.38
C  -2.10008  -0.73678  -2.53833  -0.71
B  -1.42390  0.60352  -1.97047  1.05
F  -0.22643  0.81826  -2.82733  -0.60
O  -2.19931  1.86883  -2.01835  -0.73
C  -1.40956  2.76183  -1.28525  -0.08
C  -0.48937  1.87855  -0.37727  0.08
C  -0.54201  2.30695  1.08098  -0.40
C  0.25865  3.61463  1.29374  -0.44
C  1.08310  3.62902  2.58881  -0.47
I  3.07857  4.37397  2.28867  0.01
O  -0.97484  0.57285  -0.56361  -0.74
H  1.78099  1.37515  -5.19690  0.50
H  1.81447  -2.46767  -4.00897  0.23
H  1.31887  -1.09574  -3.02540  0.28
H  -0.98169  -1.96548  -4.60338  0.23
H  -0.27933  -3.33857  -3.79070  0.19
H  -0.31340  -1.55605  -1.71309  0.21
H  -1.56134  -2.77552  -2.03546  0.19
H  -2.28897  -0.56147  -3.60194  0.20
H  -3.04247  -0.99823  -2.05435  0.20
H  -2.06522  3.42563  -0.70250  0.14
H  -0.80288  3.42326  -1.92216  0.14
H  0.55549  1.91278  -0.70675  0.15
H  -0.16761  1.52499  1.74593  0.20
H  -1.57978  2.49658  1.36868  0.20
H  -0.40712  4.47787  1.25995  0.21
H  0.93295  3.73064  0.44308  0.21
H  1.16083  2.63392  3.01155  0.22
H  0.66411  4.31941  3.31405  0.21
C  6.49053  4.37379  8.66446  -0.64
C  5.69265  4.71034  7.42405  -0.08
O  5.75719  3.64450  6.45758  -0.48
C  4.91976  2.63660  6.64862  0.70
O  4.13081  2.51305  7.53748  -0.55
C  5.06641  1.62099  5.49717  0.90
F  6.35293  1.37789  5.22858  -0.31
F  4.49038  2.11303  4.40431  -0.30
F  4.48403  0.47247  5.81442  -0.30
H  7.52044  4.13260  8.40038  0.21
H  6.49352  5.22350  9.34668  0.22
H  6.06326  3.51618  9.18274  0.22
H  6.10933  5.57536  6.91327  0.20
H  4.65113  4.92337  7.65994  0.20
C  -4.67898  -6.78686  -4.35580  -0.64
C  -5.86879  -5.90314  -4.05287  -0.08
O  -5.90935  -5.54150  -2.65906  -0.49
C  -5.12497  -4.52273  -2.31436  0.69
O  -4.40771  -3.89809  -3.03066  -0.52
C  -5.30114  -4.21831  -0.81230  0.90
F  -5.30885  -5.34515  -0.08928  -0.32
F  -6.47093  -3.59697  -0.61473  -0.31
F  -4.32921  -3.44409  -0.37532  -0.29
H  -4.68581  -7.66776  -3.71309  0.21
H  -4.71061  -7.11073  -5.39583  0.22
H  -3.74478  -6.25201  -4.18993  0.23
H  -6.80396  -6.42956  -4.23300  0.19
H  -5.86156  -5.00037  -4.66204  0.20

Cartesian forces, eV/Å:
O -0.19 0.19 -0.07
S -0.04 -0.40 -0.01
O 0.24 -0.08 -0.07
O 0.28 0.13 -0.12
C 0.00 0.21 0.30
C -0.02 -0.70 0.20
C -0.46 0.56 0.04
C 0.40 0.14 -0.01
B -0.26 0.34 -0.38
F 0.04 -0.12 0.20
O 0.25 -0.14 -0.27
C 0.02 0.19 -0.01
C -0.49 -0.26 0.30
C -0.07 0.54 0.29
C 0.25 -0.31 -0.22
C -0.48 0.35 -0.29
I -0.03 0.01 0.05
O 0.34 0.00 -0.01
H -0.14 0.16 0.12
H -0.06 -0.04 -0.11
H -0.08 0.17 -0.13
H 0.02 0.11 -0.01
H 0.04 0.01 -0.15
H 0.07 -0.37 0.16
H 0.13 -0.12 0.00
H -0.29 0.03 0.03
H -0.02 -0.04 0.02
H 0.04 -0.08 0.20
H 0.01 -0.13 -0.12
H 0.06 0.21 -0.11
H 0.11 -0.14 -0.19
H -0.07 -0.25 -0.01
H 0.04 0.06 0.07
H 0.00 -0.02 0.00
H 0.25 0.02 0.08
H 0.03 -0.15 0.18
C 0.02 -0.18 -0.03
C 0.03 0.30 0.18
O -0.01 -0.03 -0.05
C 0.03 0.10 0.01
O -0.02 -0.05 0.04
C 0.01 0.04 0.12
F 0.13 -0.03 -0.04
F -0.03 -0.06 -0.13
F -0.09 -0.12 0.03
H 0.01 0.06 0.00
H 0.00 0.02 -0.01
H -0.05 0.03 0.01
H 0.03 -0.06 -0.08
H -0.03 -0.11 -0.01
C 0.10 0.02 0.16
C -0.06 -0.14 -0.32
O -0.04 0.05 0.06
C -0.07 -0.09 -0.05
O 0.08 0.06 0.00
C 0.05 -0.02 -0.09
F 0.00 -0.12 0.08
F -0.15 0.06 0.02
F 0.13 0.12 0.06
H -0.04 -0.03 -0.04
H -0.02 0.00 -0.01
H -0.02 0.04 -0.05
H -0.02 -0.01 0.11
H 0.07 0.06 0.08

For the gap between HOMO and LUMO, the calculation gives 7.161 eV. As for the charge: -1. The highest occupied orbital energy comes out at -5.16 eV. The calculation puts the total energy at -75150.5989 eV. Its LUMO energy is 2.0 eV.